{"formula": "C25H28N4O4S", "method": "wB97M-V/def2-TZVPD", "elements": ["S", "O", "O", "O", "O", "N", "N", "N", "N", "C", "C", "C", "C", "C", "C", "C", "C", "C", "C", "C", "C", "C", "C", "C", "C", "C", "C", "C", "C", "C", "C", "C", "C", "C", "H", "H", "H", "H", "H", "H", "H", "H", "H", "H", "H", "H", "H", "H", "H", "H", "H", "H", "H", "H", "H", "H", "H", "H", "H", "H", "H", "H"], "coordinates": [[-2.4344, -2.8287, -0.6664], [3.0396, -2.8279, -2.7300], [-2.2352, 3.9295, 2.3882], [-0.7469, 3.3314, 4.0383], [0.0257, -1.8096, 3.4949], [1.4643, -1.2552, -2.9609], [-1.0917, -2.2372, 1.5714], [-2.3718, -0.5657, 0.5735], [0.8030, 1.2119, -1.7456], [-0.1898, 0.1707, -1.8946], [-1.0095, 4.2623, -0.7762], [0.4546, 2.3552, -1.0274], [0.7955, -3.6084, -2.5640], [-0.6052, -3.6120, 1.6327], [-0.6569, -1.3834, 2.5899], [-1.0749, 0.0150, 2.4726], [1.8561, -2.5445, -2.7714], [1.2188, -3.2009, -0.0967], [0.9040, 4.0494, 0.6344], [-1.9553, 0.3982, 1.4565], [2.4463, -0.1966, -2.8473], [-2.4078, 1.7189, 1.3372], [0.8883, -3.7000, 1.3094], [-1.4877, 4.4001, 3.4936], [2.1366, 0.6620, -1.6155], [-1.0374, 2.2386, 3.2745], [0.9980, -4.2548, -1.1845], [-1.9383, 2.6146, 2.2616], [-0.5974, 0.9521, 3.4035], [-1.9269, -1.8534, 0.5646], [-0.6837, 3.0771, -1.4015], [0.1386, -0.7076, -3.1044], [1.2349, 2.8575, 0.0151], [-0.2120, 4.7642, 0.2392], [-1.1777, 0.6120, -2.0191], [2.2611, -2.8801, -0.1303], [1.1988, -4.7397, 1.4174], [2.8547, 1.4813, -1.5672], [-3.0911, 2.0141, 0.5598], [-1.8856, 4.8094, -1.0922], [1.4317, -3.1113, 2.0494], [-0.4609, 5.7042, 0.7082], [-1.2976, 2.7220, -2.2160], [0.1138, -4.8521, -0.9576], [-0.6149, -1.4851, -3.2080], [-1.1936, -4.2013, 0.9296], [-3.0129, -0.3198, -0.1694], [-0.2165, -3.2172, -2.6182], [2.2373, 0.0386, -0.7115], [-0.7755, -3.9724, 2.6501], [0.0804, 0.6371, 4.1783], [-0.8021, 5.1944, 3.1621], [0.9168, -4.3665, -3.3394], [-2.1747, 4.8022, 4.2545], [2.1053, 2.3175, 0.3534], [1.8626, -4.9180, -1.2145], [3.4306, -0.6571, -2.7547], [1.5302, 4.4176, 1.4350], [0.1227, -0.0873, -4.0093], [-0.2046, -0.4684, -0.9950], [2.4163, 0.4276, -3.7463], [0.6040, -2.3245, -0.3138]], "forces_ev_per_angstrom": [[-0.265, -0.393, -0.559], [0.288, -0.313, 0.146], [-0.235, -0.355, -0.279], [0.187, -0.279, 0.103], [0.058, 0.009, 0.100], [0.074, 0.379, -0.072], [-0.161, 0.134, -0.153], [-0.007, -0.258, 0.004], [0.138, -0.036, -0.226], [-0.137, -0.239, -0.181], [-0.042, -0.024, -0.014], [0.010, 0.234, 0.128], [0.128, -0.165, 0.068], [0.354, -0.616, 0.187], [-0.085, 0.385, 0.143], [-0.219, 0.113, -0.309], [-0.283, -0.162, -0.256], [-0.010, -0.321, 0.138], [-0.094, 0.203, 0.061], [0.510, 0.105, 0.732], [0.403, 0.022, 0.263], [0.007, 0.243, 0.143], [-0.066, 0.308, -0.105], [0.033, 1.124, 0.481], [0.110, -0.017, -0.262], [-0.245, -0.317, -0.406], [0.019, 0.278, -0.053], [0.323, -0.421, 0.265], [-0.117, 0.464, 0.029], [-0.349, 0.417, -0.226], [-0.062, -0.022, 0.004], [-0.455, -0.004, 0.241], [0.035, -0.282, -0.095], [0.088, 0.108, 0.093], [0.003, -0.036, 0.014], [-0.017, 0.084, -0.042], [0.028, -0.072, 0.064], [-0.001, -0.037, 0.048], [-0.110, 0.059, -0.141], [-0.079, 0.046, -0.050], [0.006, -0.125, 0.011], [-0.017, 0.075, 0.058], [-0.020, -0.030, -0.108], [-0.027, -0.052, 0.004], [0.065, 0.061, 0.010], [0.042, 0.117, 0.177], [0.166, -0.194, 0.082], [0.010, -0.014, -0.001], [0.049, 0.040, -0.002], [-0.048, 0.047, -0.121], [0.086, -0.041, 0.112], [-0.122, -0.230, -0.004], [-0.003, 0.076, -0.070], [0.120, -0.173, -0.194], [0.085, -0.081, 0.000], [-0.014, -0.055, 0.007], [-0.121, 0.106, -0.044], [0.058, 0.037, 0.058], [-0.057, -0.041, 0.056], [-0.071, 0.052, -0.099], [0.021, 0.002, 0.051], [0.038, 0.073, -0.009]], "gap_ev": 8.377, "total_charge": 0, "smiles": "O=C(CCCCCn1c(=S)[nH]c2cc3c(cc2c1=O)OCO3)N1CCN(c2ccccc2)CC1", "fmax_ev_per_a": 1.22, "lumo_energy_ha": 0.010}